Record 1
C24H27IrNOSi as an isolated structure in a non-equilibrium geometry, computed with the ωB97M-V functional and the def2-TZVPD basis.

Each line ends with the Löwdin spin population.
Atoms and positions in Å:
Ir -0.0958 0.6829 1.7025  2.310
Si -0.1773 -0.2004 -0.6520  0.263
O -1.5042 -0.7806 1.5875  0.212
N 0.5748 -0.6554 3.1631  0.128
C -2.5902 1.2454 -1.2530  0.011
C -0.8872 -2.0589 1.8076  0.034
C 1.4896 -0.2156 -1.5664  0.049
C 1.2275 -0.4096 4.3415  0.024
C 0.5476 -3.0075 3.6537  0.001
C -3.4143 2.0977 -1.9715  -0.001
C -1.7435 2.2530 -3.6812  0.001
C 1.6068 -1.4701 5.1720  0.003
C 0.9757 2.6826 1.9313  0.089
C -1.3305 0.8652 -1.7282  0.031
C -1.5902 -3.1331 -3.7373  0.001
C 0.0377 2.8044 0.8820  0.139
C 1.2811 -2.7770 4.8139  0.016
C 3.5215 0.9370 -2.2459  -0.001
C -0.9289 1.3893 -2.9593  0.010
C 3.2397 -1.3822 -2.7861  0.001
C 1.9949 -1.3696 -2.1706  0.018
C -2.9917 2.6090 -3.1924  0.008
C 4.0084 -0.2271 -2.8260  0.015
C 0.1936 -1.9194 2.8480  0.042
C -1.2548 2.6221 1.4250  0.147
C -1.1133 2.3904 2.8135  0.159
C 2.2832 0.9343 -1.6196  0.015
C 0.2630 2.4264 3.1295  0.164
H 0.6945 2.2869 4.1068  0.009
H -2.4624 -0.6115 1.7784  0.020
H -0.6710 -1.6127 -0.8962  0.040
H 4.1122 1.8445 -2.2756  0.000
H 2.1502 -1.2779 6.0883  0.001
H 0.2051 -4.0078 3.4207  0.000
H -1.6133 -4.0985 -4.2349  0.000
H -1.6737 -2.7136 2.2429  0.004
H -0.5132 -2.5851 0.9164  0.006
H 2.0459 2.7654 1.8377  0.005
H -1.9157 2.2117 3.5101  0.011
H 0.0350 1.1121 -3.3677  0.000
H 1.5520 -3.6018 5.4602  0.001
H 1.9309 1.8420 -1.1450  0.000
H -4.3887 2.3653 -1.5807  0.000
H 4.9778 -0.2326 -3.3080  0.001
H 1.4032 -2.2773 -2.1563  0.002
H -0.5868 -2.9396 -3.3687  0.000
H 3.6087 -2.2930 -3.2415  0.000
H -1.4045 2.6414 -4.6338  0.000
H -2.2873 -3.1384 -2.9041  0.000
H 1.5330 0.5626 4.6497  0.000
H -2.1732 2.6334 0.8638  0.006
H -3.6288 3.2805 -3.7539  0.000
H -2.9339 0.8712 -0.2960  0.003
H 0.2531 2.9979 -0.1543  0.002
H -1.8734 -2.3559 -4.4413  0.000

Its total charge is +1. As for the spin multiplicity: 5. Its energy above the lowest of the compared OMol25 structures with the same formula, charge and spin is 3.66 kcal per mole. The calculated total energy comes out at -39568.1364 eV.



Record 2
One molecule with the formula C24H27N3O2 in a non-equilibrium geometry, computed with the ωB97M-V functional and the def2-TZVPD basis.

Each line ends with the Löwdin charge.
Atoms and positions in Å:
O -1.0815 3.0295 3.3202  -0.067
O -3.1807 2.0644 3.5152  -0.019
N 1.8600 0.7728 -1.1181  -0.156
N 4.4081 0.9309 -1.1979  -0.143
N -1.3364 0.0803 2.4623  0.001
C 2.4081 1.5815 0.0819  -0.053
C -0.3283 -0.0238 -2.2626  -0.184
C -2.7638 -1.6789 1.4082  -0.024
C 3.9900 -0.4914 -1.1946  -0.141
C -1.9433 2.1436 3.5070  -0.693
C -1.2896 0.7235 3.7691  -0.180
C 0.3271 0.6594 -1.0075  -0.198
C -0.4071 -1.4153 -2.4386  -0.058
C -1.0139 0.7728 -3.1819  -0.042
C 3.9166 1.6264 0.0157  -0.139
C -3.6773 -2.6958 1.6719  -0.093
C -0.2337 -0.0242 0.2215  -0.072
C -1.4879 0.2508 -4.3935  -0.068
C -0.8500 -1.9610 -3.6564  -0.070
C -2.1326 -0.1762 4.7058  -0.071
C 3.8381 1.6087 -2.3904  -0.142
C -4.1420 -2.9295 2.9875  -0.095
C 2.3244 1.5394 -2.3744  -0.059
C -2.2172 -1.0023 2.4886  -0.149
C -3.7019 -2.1275 4.0456  -0.030
C -1.3760 -1.1276 -4.6535  -0.080
C -2.7058 -1.1937 3.7955  -0.155
C 2.4881 -0.6290 -1.1564  -0.063
C -0.6764 0.6111 1.3622  -0.017
H 2.0234 1.1317 1.0045  0.133
H -2.9256 0.4013 5.1940  0.125
H -2.5229 -1.3762 0.3893  0.098
H -4.0547 -3.2969 0.8490  0.094
H 2.1143 -1.1505 -0.2638  0.140
H 4.3707 -0.9470 -2.1174  0.128
H 4.2562 1.1103 -3.2725  0.127
H -0.3594 1.6499 1.5144  0.126
H -0.2689 0.8722 4.1413  0.136
H -4.1090 -2.2085 5.0552  0.116
H -0.8375 -3.0561 -3.8030  0.113
H -0.1170 -2.0974 -1.6313  0.115
H -4.8663 -3.7306 3.1699  0.096
H 4.2093 2.6416 -2.3673  0.129
H -1.9889 0.9011 -5.1156  0.108
H -0.5229 -1.0517 0.0801  0.064
H 1.9280 1.0207 -3.2546  0.135
H -1.7658 -1.5550 -5.5789  0.105
H 0.0292 1.7183 -0.9579  0.148
H -1.1608 1.8310 -2.9505  0.120
H -1.4986 -0.6041 5.4926  0.118
H 2.0922 -1.0696 -2.0777  0.122
H 4.2816 2.6594 -0.0492  0.129
H 4.4289 -0.9854 -0.3210  0.129
H 1.9905 2.5833 -0.0623  0.139
H 4.3644 1.1448 0.8905  0.129
H 1.8946 2.5442 -2.2899  0.138

Its total charge is 0. Its structure (SMILES) is O=C([O-])[C@H]1Cc2ccccc2N1/C=C/[C@H](c1ccccc1)[N+]12CCN(CC1)CC2. Its energy above the lowest of the compared OMol25 structures with the same formula, charge and spin is 106.17 kcal per mole. The calculated total energy comes out at -33888.5973 eV.



Record 3
One molecule with the formula C24H27N3O5S2 in a non-equilibrium geometry, computed with the ωB97M-V functional and the def2-TZVPD basis.

Each line ends with the Löwdin charge.
Atoms and positions in Å:
S -3.3497 0.8931 0.0515  0.679
S 2.0110 0.1981 1.7108  1.157
O 1.8705 -3.0431 -1.3670  0.099
O -3.1825 2.2493 -0.3824  -0.279
O -6.5691 -1.6580 -2.4169  -0.204
O -2.3499 -1.0947 -2.5601  -0.210
O -3.8702 0.6503 1.3670  -0.282
N 3.0354 -1.5156 -0.2115  0.130
N -4.3852 0.1562 -1.0150  -0.225
N 4.4452 -0.0248 0.8661  0.125
C 7.8702 3.0020 3.2005  -0.086
C -3.5186 -0.6634 -3.2220  -0.193
C -6.4347 -1.2164 -1.0844  -0.187
C -1.6547 -2.0900 -3.2695  -0.079
C 4.4549 0.9411 1.8258  -0.278
C 1.8649 -2.0324 -0.6992  -0.441
C 8.0326 1.8692 2.4212  -0.085
C 3.2646 -0.4955 0.6771  -0.556
C -4.9798 -1.0907 -0.6042  -0.171
C 0.4447 -0.0034 -0.9775  -0.048
C 6.5980 3.4616 3.5047  -0.041
C -6.4954 -3.0538 -2.5746  -0.113
C 0.6179 -1.2648 -0.4120  -0.232
C 3.0604 2.2004 3.4892  -0.180
C 5.6471 1.6441 2.2638  -0.118
C 3.2417 1.2055 2.3992  -0.460
C 4.0875 3.3217 3.3021  -0.129
C -0.4065 -1.8527 0.3217  -0.013
C 6.9233 1.1891 1.9542  -0.022
C -1.5999 -1.1753 0.4988  -0.038
C -4.2062 0.4433 -2.4149  -0.148
C -1.7635 0.0659 -0.0812  -0.257
C 5.4755 2.7947 3.0451  -0.168
C -0.7558 0.6608 -0.8136  -0.043
H 3.7936 3.9277 2.4374  0.132
H 1.2433 0.4422 -1.5528  0.132
H 8.7344 3.5330 3.5713  0.100
H 7.0250 0.3019 1.3490  0.107
H -0.2604 -2.8345 0.7465  0.130
H -7.2818 -3.5569 -1.9987  0.091
H 6.4791 4.3521 4.1058  0.110
H -4.3886 -1.9485 -0.9509  0.122
H 9.0240 1.5156 2.1799  0.101
H 2.0473 2.6049 3.4833  0.113
H -6.9788 -1.8946 -0.4131  0.125
H -4.9705 -1.0674 0.4860  0.114
H -3.6187 1.3610 -2.4465  0.116
H -3.2699 -0.2672 -4.2184  0.133
H -0.9298 1.6349 -1.2412  0.120
H -6.6440 -3.2513 -3.6347  0.092
H 4.0884 3.9730 4.1771  0.117
H -0.7893 -2.3614 -2.6688  0.080
H -1.3215 -1.7192 -4.2461  0.094
H -2.2824 -2.9758 -3.4289  0.093
H -2.4033 -1.5961 1.0817  0.118
H 3.8806 -1.9837 -0.5247  0.167
H -5.1837 0.6270 -2.8726  0.132
H 3.2174 1.7075 4.4561  0.126
H -6.9017 -0.2297 -1.0445  0.135
H -5.5249 -3.4586 -2.2646  0.083
H -4.2078 -1.5080 -3.3599  0.109

Its total charge is 0. Its structure (SMILES) is COCCN(CCOC)S(=O)(=O)c1ccc(C(=O)Nc2nc3c(s2)CCc2ccccc2-3)cc1. Its energy above the lowest of the compared OMol25 structures with the same formula, charge and spin is 4.90 kcal per mole. The calculated total energy comes out at -61704.1160 eV.



Record 4
One molecule with the formula C24H27N5O7 in a non-equilibrium geometry, computed with the ωB97M-V functional and the def2-TZVPD basis.

Each line ends with the Löwdin charge.
Atoms and positions in Å:
O -4.6324 -4.0796 -3.0917  0.098
O -1.8753 -4.9212 -6.0154  0.122
O -4.1784 -5.1160 -4.9151  0.064
O 0.5112 -3.9043 -5.8847  -0.055
O 2.9332 0.1711 2.8936  0.110
O 0.8224 0.4590 3.6887  0.009
O 2.8777 0.4330 -1.5363  0.094
N 1.2949 1.1052 1.6273  0.119
N -1.2071 2.4210 -2.1784  0.096
N 0.8984 -0.2538 -0.6579  0.053
N 0.5696 -1.0485 -1.6780  0.080
N -3.8665 -4.3780 -3.9809  -0.331
C 0.1414 2.5040 -1.9744  -0.045
C -0.0028 -2.7578 -3.8121  0.059
C -2.2018 -3.0259 -2.8740  0.038
C 2.3335 2.0235 5.7152  -0.064
C -3.2084 2.6891 -0.7029  -0.020
C -1.8518 2.6696 -1.0020  -0.211
C 0.4036 2.8048 -0.6680  -0.189
C -0.8646 2.9223 -0.0165  -0.140
C 1.5056 0.3442 7.3903  -0.076
C -1.6231 -4.1465 -4.9691  -0.152
C -0.9390 -2.4776 -2.7991  -0.201
C 1.8289 -3.4037 -5.8570  -0.065
C -1.2678 3.2266 1.2869  -0.044
C 1.1893 -0.0850 4.9549  -0.156
C 2.0505 0.4858 -0.6633  -0.439
C 1.7556 2.8593 -0.0328  -0.065
C 1.7996 0.5514 2.7601  -0.565
C -0.3204 -3.5732 -4.8744  -0.191
C -3.5728 2.9720 0.5953  -0.095
C -2.6135 3.2434 1.5754  -0.094
C 2.1404 1.4666 0.5136  -0.199
C 1.2487 0.9988 6.0361  -0.405
C -2.5470 -3.8511 -3.9520  -0.080
C -0.5663 -1.6200 -1.6955  -0.094
H -0.5427 3.4660 2.0525  0.111
H 2.4630 -0.1716 7.3838  0.084
H -1.3005 -1.4853 -0.8920  0.132
H 2.3658 -3.7417 -4.9660  0.102
H 0.8340 2.3333 -2.7756  0.134
H 2.3866 2.7761 6.4984  0.078
H 1.8430 -2.3106 -5.8961  0.100
H 2.3104 -3.8056 -6.7463  0.097
H 1.7717 3.5808 0.7856  0.125
H -2.9473 -2.8354 -2.1178  0.122
H 0.9705 -2.3079 -3.7121  0.112
H 0.2515 -0.1427 0.1269  0.149
H -1.6512 2.2262 -3.0592  0.159
H 2.1628 -0.5761 4.8564  0.130
H 1.5258 1.0971 8.1738  0.078
H -2.8040 -5.2527 -5.9540  0.101
H 3.1781 1.4640 0.8658  0.161
H -3.9481 2.4916 -1.4644  0.109
H -4.6182 2.9938 0.8630  0.100
H 0.3690 1.5073 1.6754  0.114
H 2.5003 3.1493 -0.7740  0.128
H 3.3020 1.5357 5.6323  0.088
H 0.2774 1.5052 6.0595  0.138
H 2.1233 2.5252 4.7731  0.074
H 0.4257 -0.8281 5.2017  0.132
H 0.7266 -0.3772 7.6260  0.076
H -2.9414 3.4748 2.5778  0.100

Its total charge is 0. Its structure (SMILES) is COc1cc(/C=N/NC(=O)[C@@H](Cc2c[nH]c3ccccc23)NC(=O)OCC(C)C)cc([N+](=O)[O-])c1O. Its energy above the lowest of the compared OMol25 structures with the same formula, charge and spin is 4.64 kcal per mole. The calculated total energy comes out at -47107.1840 eV.